{"formula": "C13H34GaO10P2", "method": "wB97M-V/def2-TZVPD", "homo_energy_ev": -3.8426, "energy_ev": -105460.291, "charge": -1, "multiplicity": 1, "elements": ["Ga", "P", "P", "O", "O", "O", "O", "O", "O", "O", "O", "O", "O", "C", "C", "C", "C", "C", "C", "C", "C", "C", "C", "C", "C", "C", "H", "H", "H", "H", "H", "H", "H", "H", "H", "H", "H", "H", "H", "H", "H", "H", "H", "H", "H", "H", "H", "H", "H", "H", "H", "H", "H", "H", "H", "H", "H", "H", "H", "H"], "xyz": [[2.0887, 2.6156, -3.5381], [-4.8983, -1.8405, 5.0389], [1.4254, -1.7724, 0.7146], [-3.6575, -2.2362, 4.3568], [-4.5662, -1.5315, 6.5768], [1.7837, -1.2403, -0.6031], [2.7417, -2.4125, 1.3841], [4.9553, 0.9092, -3.6105], [0.0890, -0.9869, 1.1473], [-1.3158, 4.0093, -4.6409], [-5.8695, -1.3238, 3.8664], [0.7025, -3.2355, 0.6907], [-5.8631, -3.0758, 5.4706], [0.1439, -3.6824, -0.5409], [3.6104, 3.8431, -2.8010], [-7.3007, -1.3603, 3.9553], [4.7255, 4.1668, -3.8109], [5.8034, 3.0986, -4.0025], [5.3272, 1.8146, -4.6504], [-0.7304, 2.7149, -5.1108], [-3.2266, -1.1320, 6.9099], [4.0120, -1.9014, 0.9442], [0.3274, 3.4147, -2.8216], [-0.9255, 3.0875, -3.6689], [-5.6568, -4.3470, 4.8567], [-0.8914, -1.5272, 2.0453], [-2.8548, -0.3535, 6.2485], [2.3047, 1.1381, -2.9371], [-6.6276, -4.7443, 4.5584], [0.0576, 3.1657, -5.6876], [-7.6551, -1.4128, 4.9807], [-1.7252, -1.9119, 1.4607], [-1.7243, 2.5487, -3.1639], [4.1953, 0.3859, -3.8840], [5.2702, 5.0455, -3.4277], [-7.6922, -0.4599, 3.4863], [-3.2542, -0.7520, 7.9288], [6.2714, 2.8422, -3.0499], [-5.2073, -5.0234, 5.5835], [2.2545, 2.6492, -5.1440], [-1.2596, -0.7200, 2.6750], [4.4833, 2.0041, -5.3139], [-1.4973, 2.1428, -5.6237], [0.0638, 2.9028, -1.8921], [-0.8499, -4.0864, -0.3395], [4.2302, -2.2848, -0.0491], [0.3228, 4.5033, -2.7484], [6.5960, 3.5251, -4.6287], [6.1297, 1.3305, -5.2220], [4.0345, -0.8148, 0.9285], [0.7711, -4.4755, -0.9498], [-2.5718, -1.9986, 6.8651], [4.7598, -2.2664, 1.6465], [-5.0161, -4.2765, 3.9782], [4.3072, 4.4837, -4.7695], [0.0590, -2.8740, -1.2671], [-0.4929, -2.3158, 2.6767], [-7.6567, -2.2263, 3.3992], [4.0348, 3.4648, -1.8689], [3.1049, 4.7960, -2.6068]], "atomic_forces_ev_per_a": [[0.6391, 0.4180, 0.7209], [0.2258, -4.8314, -0.7606], [-1.5090, -2.8156, -3.6585], [0.2871, 0.8007, 0.0093], [-0.7464, 1.8890, -0.5921], [0.3529, 0.5412, 0.4006], [-0.4703, 1.4470, 1.4856], [0.1732, -0.2568, -0.0594], [1.4277, 0.5644, 1.6117], [-1.2478, -0.0144, 0.3405], [0.2410, 1.8160, 1.2496], [0.1649, -0.1050, 0.0042], [0.1054, -0.0230, 0.1206], [-0.2201, -0.0142, 0.0421], [-0.4403, -0.1946, -0.9549], [-0.1841, 0.2208, -0.0655], [0.3971, 0.3123, 1.0224], [-0.0680, 0.2301, -0.5810], [0.0624, -0.5222, 0.3844], [-1.5864, 2.1705, -0.0017], [0.1541, 0.2967, 0.1855], [0.3006, 0.1438, 0.1760], [-1.4254, -0.7900, -0.8585], [2.4406, -0.5130, -0.7379], [-0.1961, -0.0573, -0.1018], [-0.1170, 0.1493, 0.2471], [0.0272, -0.0465, -0.0472], [-0.2838, -0.1204, -0.1725], [-0.0095, 0.0092, 0.0262], [0.9766, -1.4245, 0.0481], [0.0262, -0.0603, 0.0196], [0.0775, -0.0758, -0.0389], [-0.2710, 0.0770, -0.0638], [-0.1975, 0.2674, 0.1431], [0.0526, 0.1078, -0.1745], [0.1077, 0.0310, -0.0094], [-0.1242, -0.0008, -0.0233], [-0.0575, -0.0192, 0.1011], [0.0508, 0.0015, -0.0257], [-0.0982, 0.0102, -0.0928], [0.0637, 0.0527, -0.0430], [-0.0411, 0.0576, -0.0454], [0.1714, -0.2905, -0.0684], [0.5595, 0.5275, 0.5088], [0.0118, -0.0141, 0.0198], [-0.1140, 0.0857, -0.0642], [0.2039, 0.0321, 0.4801], [0.0381, 0.0194, -0.0358], [0.0758, 0.1914, -0.1574], [-0.0257, 0.0044, -0.0978], [0.0156, 0.0338, -0.0493], [-0.0247, -0.0164, -0.1403], [-0.1106, -0.0296, 0.0688], [0.0477, 0.0381, 0.0439], [-0.0472, -0.2244, -0.1346], [0.0780, 0.0089, 0.0084], [-0.0039, -0.0535, -0.0437], [0.0602, -0.0571, 0.0758], [0.0273, 0.0239, 0.0703], [-0.0239, -0.0083, 0.2854]], "nbo_charge": [0.8331, 2.5190, 2.5059, -1.1014, -0.7758, -1.0713, -0.7822, -0.7418, -0.7724, -0.5481, -0.7717, -0.8487, -0.8468, -0.2492, -0.8632, -0.2469, -0.3845, -0.4126, -0.0722, -0.1638, -0.2468, -0.2478, -0.8997, 0.0960, -0.2490, -0.2425, 0.1955, -0.3315, 0.1750, 0.2247, 0.1931, 0.1905, 0.1510, 0.4867, 0.1605, 0.1922, 0.1892, 0.1998, 0.1817, -0.3638, 0.1890, 0.1930, 0.1554, 0.2010, 0.1688, 0.2028, 0.2078, 0.1777, 0.1338, 0.2026, 0.1752, 0.1995, 0.1780, 0.2044, 0.1856, 0.2107, 0.1906, 0.1893, 0.1903, 0.1845]}